# C18H17F6N2O

A 2-piece molecular cluster, C18H17F6N2O overall at a distorted geometry (the ωB97M-V functional and the def2-TZVPD basis, the Open Molecules 2025 dataset).

Structure (ORCA input):
```
! wB97M-V def2-TZVPD RIJCOSX def2/J DEFGRID3
* xyz 1 1
C 2.8282 1.1779 0.7330
N 1.8718 0.9374 -0.3956
C 2.6466 0.6717 -1.6613
N 1.1067 2.1010 -0.6131
C 1.6710 3.3460 -0.8456
O 2.8688 3.5491 -1.0490
H 3.7860 0.7098 0.4917
H 2.9931 2.2526 0.8765
H 2.4431 0.7427 1.6603
H 3.6900 0.4468 -1.4106
H 2.2187 -0.1846 -2.1967
H 2.6158 1.5701 -2.2939
H 0.1233 2.0643 -0.3691
H 0.9026 4.1488 -0.8264
F -2.3278 1.3054 5.3384
C -1.4217 0.2841 5.4109
F -0.3938 0.7303 6.1891
F -2.0270 -0.7349 6.1028
C -0.9648 -0.1657 4.0425
C 0.3824 -0.4657 3.8244
C 0.8060 -0.7688 2.5405
C -0.0632 -0.6676 1.4085
C 0.4955 -0.6957 0.0838
C -0.3086 -0.9271 -1.1026
C -1.5655 -0.2927 -1.2830
C -2.3210 -0.4919 -2.4379
C -1.8277 -1.3209 -3.4449
C -2.5929 -1.4892 -4.7398
F -1.7761 -1.4732 -5.8388
F -3.2587 -2.6909 -4.7606
F -3.5212 -0.5101 -4.9416
C -0.6218 -2.0086 -3.2881
C 0.1142 -1.8341 -2.1208
C -1.4628 -0.6526 1.7327
C -1.8962 -0.3130 3.0145
H 1.0909 -0.4350 4.6554
H 1.8469 -1.0760 2.3972
H 1.5274 -1.0730 0.0311
H -1.9544 0.3878 -0.5198
H -3.2925 -0.0091 -2.5643
H -0.2708 -2.6759 -4.0819
H 1.0311 -2.4170 -1.9875
H -2.2333 -0.9002 1.0043
H -2.9579 -0.1521 3.2353
*
```

* relative energy (zero: lowest compared OMol25 entry of this formula, charge and spin): 0.000 eV
* HOMO: -13.3 eV
* LUMO: -5.74 eV
* DFT total energy: -40266.1962 eV
* orbital gap: 7.606 eV

***

# C18H17F6N4O9RhS3

C18H17F6N4O9RhS3 as an isolated structure (the ωB97M-V functional and the def2-TZVPD basis, the Open Molecules 2025 dataset).

Structure (ORCA input):
```
! wB97M-V def2-TZVPD RIJCOSX def2/J DEFGRID3
* xyz -2 5
Rh 0.2480 0.0159 0.1774
C -1.6911 -4.6488 5.3054
C -0.5894 -4.0453 4.4773
C 0.4245 -3.3008 5.0639
C 1.3948 -2.6740 4.2878
C 1.3465 -2.7884 2.9090
C 0.3639 -3.5699 2.3107
C -0.5938 -4.1897 3.0899
S 2.4295 -1.8400 1.8518
O 2.4350 -2.5348 0.5816
O 3.6788 -1.6839 2.5688
N 1.6508 -0.4697 1.6995
C 1.6557 0.4256 2.8336
C 0.7674 1.6497 2.5870
O 0.8068 2.5710 3.3928
O 0.0323 1.6358 1.5233
H -1.3862 -4.7698 6.3463
H -1.9860 -5.6251 4.9172
H -2.5756 -4.0080 5.2814
H 0.4529 -3.1957 6.1436
H 2.1889 -2.0986 4.7468
H 0.3735 -3.6920 1.2364
H -1.3723 -4.7747 2.6127
H 2.6569 0.7929 3.0784
H 1.2677 -0.0421 3.7492
F -5.2698 -1.1626 0.7245
C -4.1119 -0.4933 0.8460
F -4.3238 0.5533 1.6443
F -3.7603 -0.0460 -0.3564
S -2.8079 -1.5808 1.5686
O -1.6147 -0.7807 1.5190
O -3.3496 -1.9280 2.8438
N -2.7810 -2.8311 0.6325
S -1.8167 -3.0733 -0.5887
O -1.0546 -1.9324 -1.0312
O -1.1663 -4.3447 -0.5029
C -3.0571 -3.3280 -1.9330
F -3.8510 -4.3684 -1.6589
F -2.4223 -3.5828 -3.0794
F -3.8281 -2.2559 -2.1116
N 5.9771 0.5060 -4.0040
C 4.6456 0.1930 -4.3703
O 4.4132 -0.0647 -5.5629
C 3.6688 0.1987 -3.3265
C 3.9281 0.5785 -1.9729
C 2.9499 0.5066 -1.0284
N 1.6803 0.0967 -1.2984
C 1.4028 -0.2552 -2.5951
C 2.3298 -0.2194 -3.5875
H 6.6105 0.1767 -4.7178
H 6.2458 0.1957 -3.0819
H 4.8944 0.9534 -1.6618
H 3.1372 0.7809 -0.0008
H 0.3911 -0.5822 -2.7839
H 2.0584 -0.5197 -4.5900
C -0.8444 1.1402 -1.0124
H -1.0018 2.1682 -0.7114
H -1.5040 0.6610 -1.7298
*
```

* relative energy (zero: lowest compared OMol25 entry of this formula, charge and spin): 1.743 eV
* HOMO (alpha / beta): -0.4 / -3.5 eV
* LUMO (alpha / beta): 4.38 / 3.81 eV
* DFT total energy: -95147.4240 eV
* orbital gap (alpha / beta): 4.747 / 7.319 eV

***

# C18H17N4O7Tc

C18H17N4O7Tc as an isolated structure (the ωB97M-V functional and the def2-TZVPD basis, the Open Molecules 2025 dataset).

Structure (ORCA input):
```
! wB97M-V def2-TZVPD RIJCOSX def2/J DEFGRID3
* xyz 1 4
Tc 0.5737 0.1580 -0.3110
O -0.7180 1.2645 -2.1152
C -1.9642 0.6412 -2.4632
C -2.6553 0.1827 -1.1923
N -1.6937 -0.6200 -0.4237
C -1.6686 -0.4112 1.0490
C -1.5261 1.1363 1.2554
O -2.3698 1.7859 1.7975
O -0.4184 1.5883 0.6966
C -1.5689 -2.0098 -0.8927
C -0.1902 -2.3814 -1.4791
O -0.0292 -3.4485 -1.9851
O 0.7695 -1.4579 -1.3724
H -0.8962 2.1297 -1.7175
H -1.7028 -0.2016 -3.1029
H -2.5859 1.3289 -3.0350
H -3.5589 -0.3878 -1.4220
H -2.9600 1.0473 -0.6015
H -0.2675 -1.9371 1.2750
H -3.6571 -0.3236 1.7312
H -2.3013 -2.2066 -1.6751
H -1.7929 -2.7306 -0.1027
O 2.3629 0.4326 3.3310
C 1.6691 0.1228 2.4087
N 2.0151 0.2524 1.0415
C 3.2753 0.7286 0.6699
O 4.2525 0.7919 1.3567
C 3.3023 1.1178 -0.7827
C 4.4747 1.5331 -1.3752
C 4.4619 1.8332 -2.7282
C 3.2780 1.6917 -3.4365
C 2.1394 1.2760 -2.7758
N 2.1456 1.0107 -1.4616
C 0.3146 -0.4809 2.5805
C -0.2742 -0.5691 3.7703
C -1.5807 -1.1301 4.0769
C -2.6224 -1.3288 3.2651
C -2.8195 -1.0245 1.8126
N -0.3097 -0.9207 1.3526
H 5.3628 1.5999 -0.7629
H 5.3636 2.1615 -3.2267
H 3.2294 1.8965 -4.4960
H 1.1989 1.1515 -3.2878
H 0.3187 -0.1968 4.5987
H -1.7197 -1.3943 5.1176
H -3.5083 -1.7579 3.7203
H -3.1485 -1.9437 1.3176
*
```

* HOMO (alpha / beta): -12.5 / -12.6 eV
* LUMO (alpha / beta): -3.74 / -4.94 eV
* DFT total energy: -41428.1415 eV
* orbital gap (alpha / beta): 8.774 / 7.702 eV